A molecular structure, C39H27F3N9O2PbS at a distorted geometry. Source: the OMol25 dataset; level of theory: the ωB97M-V functional and the def2-TZVPD basis.

Geometry (Å):
Pb1 1.1276 -1.0388 -1.6986
C1 -3.2257 -1.9488 -3.3526
C2 -1.8805 -1.5595 -3.2696
N1 -1.1980 -1.8113 -2.1315
C3 -1.8160 -2.3600 -1.0893
C4 -3.1967 -2.6703 -1.2127
N2 -3.8503 -2.5462 -2.3415
C5 -1.0168 -2.8262 0.0759
C6 -1.6010 -3.4759 1.1913
C7 -0.7736 -3.7185 2.3123
C8 0.5679 -3.3607 2.1787
C9 1.0804 -2.7163 1.0914
N3 0.2961 -2.5596 0.0073
C10 2.5844 -2.5059 0.9024
C11 3.5390 -2.7503 1.8540
N4 4.8268 -2.5951 1.6902
C12 5.2140 -2.2011 0.4929
C13 4.2832 -1.9167 -0.5041
N5 2.9764 -2.0596 -0.2364
C14 -1.1935 -4.4082 3.4826
C15 -1.9469 -5.6285 3.4110
C16 -2.0443 -6.4094 4.5856
N6 -1.6838 -5.9237 5.7754
C17 -1.1793 -4.7028 5.8639
C18 -0.8503 -3.9318 4.7455
H1 -3.9253 -1.8064 -4.2168
H2 -1.4102 -0.8883 -4.0530
H3 -3.8055 -2.9100 -0.3278
H4 -2.6666 -3.7958 1.2050
H5 1.1723 -3.6368 3.0388
H6 3.2230 -2.9735 2.8995
H7 6.2446 -1.9990 0.3305
H8 4.5605 -1.4220 -1.4142
H9 -2.3014 -6.0521 2.4679
H10 -2.4730 -7.3884 4.5582
H11 -0.9562 -4.3942 6.8806
H12 -0.4610 -2.9301 4.9971
S1 1.5654 0.6689 -3.7497
C19 2.5415 1.4332 -2.5179
C20 3.0683 2.7169 -2.5757
C21 3.6247 3.2376 -1.4294
C22 3.9664 2.4369 -0.3159
C23 3.4116 1.1743 -0.3598
N7 2.7498 0.6938 -1.4129
H13 2.7853 3.3333 -3.4231
H14 3.8393 4.2972 -1.3629
H15 4.4944 2.9016 0.5647
H16 3.5562 0.4878 0.4886
F1 1.1252 -2.5436 -4.1621
C24 1.6402 -2.8125 -2.9182
F2 1.0409 -3.9205 -2.4007
F3 2.9633 -3.0280 -3.0520
O1 1.0695 0.1420 1.2759
C25 0.2802 0.7910 0.6362
N8 -0.4892 1.9009 0.9587
C26 -0.9917 2.6666 -0.2119
C27 -0.7716 1.5482 -1.2561
O2 -1.2045 1.4490 -2.3576
N9 0.0050 0.5632 -0.7101
C28 -2.4308 3.1240 -0.1017
C29 -2.8712 4.4555 -0.0480
C30 -4.2166 4.7611 -0.0447
C31 -5.1865 3.8076 0.0498
C32 -4.7754 2.4576 0.0172
C33 -3.4365 2.1317 -0.1220
C34 -0.1256 3.8402 -0.6865
C35 -0.1555 4.3500 -1.9900
C36 0.6446 5.4050 -2.2891
C37 1.3604 6.0574 -1.3236
C38 1.5149 5.5541 -0.0588
C39 0.6974 4.4516 0.2620
H17 -0.4171 2.4002 1.8218
H18 -2.1336 5.3333 0.0342
H19 -4.4409 5.8451 0.1152
H20 -6.2499 4.0663 0.0501
H21 -5.5326 1.7001 -0.0508
H22 -3.1844 1.1109 -0.0416
H23 -0.8347 3.9894 -2.7451
H24 0.6158 5.8123 -3.2593
H25 1.9128 6.9220 -1.5842
H26 2.0093 6.0248 0.7875
H27 0.7260 4.0836 1.3095

The total charge is +1. The calculation puts the HOMO energy at -10.684 eV. The energy above the lowest of the compared OMol25 structures with the same formula, charge and spin is 0.00 kJ/mol. The calculation puts the maximum force at 0.06398 hartree/bohr.

A molecular structure, C39H27N7O2S4Y at a distorted geometry. Source: the OMol25 dataset; level of theory: the ωB97M-V functional and the def2-TZVPD basis.

Geometry (Å):
Y1 -1.2673 0.3274 0.7063
S1 3.2829 -0.1050 6.7352
C1 2.3392 -0.0924 8.1561
C2 1.0067 -0.0794 7.8819
C3 0.7390 -0.0810 6.4951
C4 1.8725 -0.0945 5.7235
C5 1.9822 -0.0940 4.2717
C6 0.8246 -0.0787 3.4696
N1 0.8317 -0.1005 2.1545
C7 2.0164 -0.1595 1.5045
C8 3.2351 -0.1476 2.2038
C9 4.4675 -0.1976 1.4746
C10 4.4720 -0.3193 0.1311
C11 3.2462 -0.3907 -0.6067
C12 3.2196 -0.6099 -1.9903
C13 2.0157 -0.7431 -2.6553
C14 0.8499 -0.5821 -1.8821
N2 0.8361 -0.3708 -0.5823
C15 2.0199 -0.2885 0.0735
C16 1.9124 -1.0635 -4.0723
C17 0.7794 -1.2396 -4.8218
C18 1.0471 -1.5792 -6.1672
C19 2.3782 -1.6626 -6.4315
S2 3.3219 -1.3166 -5.0509
C20 3.1939 -0.1052 3.6027
H1 2.8183 -0.0940 9.1218
H2 0.2427 -0.0665 8.6448
H3 -0.2659 -0.0695 6.0951
H4 -0.1526 -0.0254 3.9344
H5 5.3937 -0.1592 2.0337
H6 5.4026 -0.3915 -0.4176
H7 4.1565 -0.7171 -2.5246
H8 -0.1146 -0.6975 -2.3580
H9 -0.2250 -1.1376 -4.4333
H10 0.2814 -1.7616 -6.9073
H11 2.8593 -1.9224 -7.3606
H12 4.1260 -0.0916 4.1549
S3 -3.4117 1.4358 4.7984
C21 -3.0105 2.9189 4.0583
C22 -2.4065 2.7482 2.8480
C23 -2.2350 1.3839 2.4643
C24 -2.7504 0.5578 3.4424
C25 -2.7402 -0.8964 3.3984
C26 -3.2844 -1.6866 4.4173
C27 -3.2090 -3.0608 4.3321
C28 -2.5934 -3.6361 3.2261
C29 -2.0926 -2.7990 2.2528
N3 -2.1534 -1.4661 2.3198
H13 -3.2496 3.8433 4.5620
H14 -2.0949 3.5870 2.2393
H15 -3.7612 -1.2044 5.2592
H16 -3.6244 -3.6806 5.1155
H17 -2.5103 -4.7084 3.1244
H18 -1.6122 -3.2039 1.3688
N4 1.6764 3.0412 -6.2621
C30 0.8553 2.8748 -5.1804
C31 1.3860 2.8554 -3.8834
C32 0.5662 2.6311 -2.7995
C33 -0.8007 2.4520 -2.9883
C34 -1.3488 2.4781 -4.2655
C35 -0.5227 2.6740 -5.3507
S4 -1.8329 2.3386 -1.5659
O1 -2.9730 3.1782 -1.7204
O2 -0.9631 2.5826 -0.3964
N5 -2.2436 0.8051 -1.2169
C36 -2.5118 -0.2958 -1.9360
N6 -2.3848 -1.4179 -1.1683
C37 -2.7112 -2.5677 -1.7422
C38 -3.1209 -2.6509 -3.0627
C39 -3.1307 -1.4620 -3.7748
N7 -2.8231 -0.2882 -3.2323
H19 2.5927 3.4246 -6.1107
H20 1.2554 3.2494 -7.1505
H21 2.4455 3.0276 -3.7344
H22 0.9572 2.6520 -1.7911
H23 -2.4182 2.3783 -4.3924
H24 -0.9401 2.6983 -6.3504
H25 -2.6271 -3.4532 -1.1214
H26 -3.3963 -3.5935 -3.5094
H27 -3.3912 -1.4367 -4.8277

The total charge is +1. The calculation puts the HOMO energy at -10.369 eV. The energy above the lowest of the compared OMol25 structures with the same formula, charge and spin is 0.00 kJ/mol. The calculation puts the maximum force at 0.03078 hartree/bohr.

A molecular structure, C39H28AsFN4O4PdS2Te. Source: the OMol25 dataset; level of theory: the ωB97M-V functional and the def2-TZVPD basis.

Geometry (Å):
Pd1 1.7363 1.0572 0.0043
S1 0.6583 2.3497 1.6441
C1 -0.1313 3.7013 0.8648
C2 -0.4357 4.8216 1.6474
C3 -1.0720 5.9105 1.0845
C4 -1.4301 5.8893 -0.2592
C5 -1.1435 4.7779 -1.0346
C6 -0.5028 3.6714 -0.4863
As1 -0.0014 2.1120 -1.5418
C7 -0.2029 2.8801 -3.3248
C8 -1.2379 2.5490 -4.1900
C9 -1.3001 3.1302 -5.4497
C10 -0.3327 4.0378 -5.8489
C11 0.6911 4.3878 -4.9788
C12 0.7548 3.8122 -3.7216
C13 -1.5270 0.9244 -1.3628
C14 -2.3570 0.9690 -0.2468
C15 -3.3523 0.0184 -0.0814
C16 -3.5136 -0.9909 -1.0215
C17 -2.6724 -1.0548 -2.1231
C18 -1.6764 -0.1047 -2.2897
H1 -0.1500 4.8227 2.6913
H2 -1.2856 6.7789 1.6937
H3 -1.9315 6.7401 -0.7014
H4 -1.4159 4.7612 -2.0824
H5 -2.0030 1.8479 -3.8857
H6 -2.1052 2.8660 -6.1230
H7 -0.3777 4.4778 -6.8365
H8 1.4467 5.0975 -5.2887
H9 1.5515 4.0807 -3.0418
H10 -2.2237 1.7474 0.4963
H11 -4.0030 0.0643 0.7829
H12 -4.2957 -1.7295 -0.8941
H13 -2.7670 -1.8610 -2.8383
H14 -0.9910 -0.1850 -3.1246
C19 -3.4927 -4.6235 0.7479
C20 -2.0554 -5.0614 1.0174
C21 -1.9041 -5.9559 2.2406
C22 -2.2652 -5.1983 3.5120
C23 -1.4878 -3.9081 3.5821
C24 -1.2421 -3.3042 4.7949
C25 -0.4875 -2.1371 4.8595
F1 -0.2806 -1.5790 6.0665
C26 0.0585 -1.5696 3.7443
C27 -0.1718 -2.1703 2.5011
C28 0.4632 -1.5882 1.3121
O1 1.2287 -0.6121 1.4749
C29 0.1636 -2.2261 0.0700
C30 -0.6424 -3.3273 0.0749
N1 -1.1881 -3.8838 1.1664
C31 -0.9591 -3.3268 2.4120
C32 0.6696 -1.7957 -1.3045
O2 0.2627 -2.4405 -2.2680
O3 1.4748 -0.8073 -1.3718
H15 -4.1317 -5.4970 0.6129
H16 -3.5301 -4.0287 -0.1654
H17 -3.8922 -4.0185 1.5624
H18 -1.6980 -5.6021 0.1401
H19 -0.8627 -6.2813 2.3029
H20 -2.5284 -6.8412 2.1214
H21 -2.0363 -5.7986 4.3928
H22 -3.3392 -4.9946 3.5385
H23 -1.6250 -3.7367 5.7107
H24 0.6620 -0.6741 3.7938
H25 -0.8491 -3.8018 -0.8771
Te1 3.9818 -0.4547 0.0704
C33 4.7136 0.0519 1.9465
C34 5.9065 -0.3065 2.5243
C35 6.0540 0.1932 3.8381
C36 4.9769 0.9260 4.2410
S2 3.7748 1.0165 3.0299
H26 6.6468 -0.9054 2.0133
H27 6.9254 0.0186 4.4521
H28 4.8283 1.4069 5.1948
O4 3.3036 2.1006 -1.2478
N2 2.9529 2.0429 -2.4841
C37 3.7721 1.5726 -3.3848
C38 5.0638 1.0733 -3.0269
N3 5.9873 0.6787 -2.4633
C39 3.3416 1.5307 -4.7438
N4 3.0566 1.4864 -5.8567

The calculation puts the HOMO energy (alpha / beta) at -7.832 / -8.013 eV. The expectation value of S² is 6.04. The energy above the lowest of the compared OMol25 structures with the same formula, charge and spin is 3.23 kJ/mol. Its multiplicity is 5. The calculation puts the maximum force at 0.01680 hartree/bohr.

The lowest maximum force belongs to which entry?
C39H28AsFN4O4PdS2Te